[1]
Here is 9 unconnected molecules or ions with the total composition C49H50N10O2 at a distorted geometry from OMol25. Energies are from the ωB97M-V functional and the def2-TZVPD basis.

Results
ΔE to the lowest compared entry with this formula, charge and spin in eV: 10.2260
E in eV: -70608.4876
Kohn-Sham gap in eV: 8.558
LUMO energy in eV: 0.4
SMILES: O=C1N[C@@H](O)C[C@H]1c1ccncc1.c1ccncc1.c1ccncc1.c1ccncc1.c1ccncc1.c1ccncc1.c1ccncc1.c1ccncc1.c1ccncc1
Total charge: 0

Each line ends with the Mulliken charge.
CARTESIAN COORDINATES (ANGSTROEM)
O: 0.53646 -1.83627 3.46916  -0.65
C: 0.66388 -1.84584 2.13321  -0.07
N: 1.53133 -2.76246 1.24654  -0.33
C: 1.34518 -2.45286 -0.25334  -0.14
O: 0.35342 -3.35996 -0.90155  -0.48
C: 0.63270 -0.94153 -0.18093  -0.83
C: -0.24517 -0.77006 1.23225  0.61
C: -1.67629 -1.49347 0.76311  0.19
C: -2.65988 -0.85684 -0.42144  -0.32
C: -4.00313 -1.71885 -0.79126  -0.26
N: -4.45302 -3.02928 -0.20991  -0.53
C: -3.56138 -3.56852 0.87202  -0.26
C: -2.16633 -2.92899 1.44526  0.05
H: 2.49394 -2.39358 1.43551  0.33
H: 2.33474 -2.50744 -0.87575  0.40
H: 0.78113 -4.25524 -1.04059  0.29
H: 0.01876 -0.92864 -1.19858  0.35
H: 1.51923 -0.17570 -0.25135  0.27
H: -0.29845 0.32748 1.64746  0.46
H: -2.37795 0.15755 -0.94125  0.08
H: -4.68322 -1.26695 -1.66303  0.27
H: -3.88540 -4.61386 1.35061  0.31
H: -1.57838 -3.50377 2.28134  0.24
C: -4.92658 -5.01908 6.18038  -0.23
C: -3.72560 -5.56200 5.73610  -0.62
C: -3.36513 -5.36186 4.41317  -0.61
N: -4.11520 -4.67192 3.52620  0.16
C: -5.27665 -4.15820 3.98617  -0.42
C: -5.72007 -4.30173 5.29105  -0.71
H: -5.24185 -5.15398 7.21094  0.45
H: -3.08530 -6.12704 6.40393  0.46
H: -2.43572 -5.76296 4.01951  0.53
H: -5.86213 -3.61008 3.25331  0.47
H: -6.66119 -3.86569 5.60636  0.48
C: 0.89251 3.84162 -2.95778  0.09
C: -0.02992 3.62658 -1.93926  -0.69
C: -0.29255 2.32069 -1.55740  -0.17
N: 0.29324 1.24108 -2.12012  -0.10
C: 1.18303 1.48124 -3.10758  -0.35
C: 1.51389 2.75000 -3.55558  -0.86
H: 1.12516 4.85136 -3.28326  0.47
H: -0.53204 4.45584 -1.45402  0.27
H: -1.00224 2.10124 -0.76504  0.42
H: 1.63817 0.59700 -3.54492  0.41
H: 2.23766 2.88409 -4.35147  0.56
C: 5.99251 5.77495 -6.21778  -0.01
C: 5.07008 5.55991 -5.19926  -0.61
C: 4.80745 4.25402 -4.81740  -0.24
N: 5.39324 3.17442 -5.38012  -0.55
C: 6.28303 3.41458 -6.36758  -0.19
C: 6.61389 4.68333 -6.81558  -0.43
H: 6.22516 6.78470 -6.54326  0.33
H: 4.56796 6.38918 -4.71402  0.34
H: 4.09776 4.03457 -4.02504  0.61
H: 6.73817 2.53034 -6.80492  0.35
H: 7.33766 4.81742 -7.61147  0.36
C: -1.03752 0.29343 5.10989  0.09
C: -2.14308 -0.32932 5.67946  -0.61
C: -2.96215 0.41934 6.50938  -0.26
N: -2.74749 1.72082 6.80165  -0.58
C: -1.66539 2.29774 6.23537  -0.26
C: -0.79098 1.63345 5.39036  -0.54
H: -0.37334 -0.26078 4.45309  0.61
H: -2.36208 -1.37247 5.48164  0.49
H: -3.83909 -0.02064 6.97528  0.36
H: -1.51374 3.34349 6.48776  0.35
H: 0.06177 2.14770 4.96183  0.37
C: -0.11358 8.85344 0.41758  -0.12
C: 0.70554 8.15730 -0.46498  -0.73
C: 0.49323 6.79706 -0.62248  0.11
N: -0.46249 6.10470 0.03523  -0.31
C: -1.24100 6.80720 0.88662  -0.29
C: -1.10807 8.16850 1.10821  -0.48
H: 0.02193 9.92077 0.56628  0.36
H: 1.49018 8.66175 -1.01737  0.35
H: 1.10427 6.21023 -1.30212  0.32
H: -1.99996 6.22745 1.40449  0.38
H: -1.76316 8.68226 1.80260  0.35
C: -7.04832 -9.20982 4.87436  -0.30
C: -8.29367 -8.89043 4.34371  -0.35
C: -8.37555 -7.83000 3.45550  -0.24
N: -7.31497 -7.08375 3.07651  -0.47
C: -6.11938 -7.41653 3.60970  -0.09
C: -5.93680 -8.46093 4.50178  -0.50
H: -6.94468 -10.03525 5.57263  0.37
H: -9.17927 -9.45389 4.61479  0.36
H: -9.32460 -7.54370 3.01166  0.38
H: -5.28338 -6.80024 3.29096  0.50
H: -4.95249 -8.68479 4.89709  0.38
C: 9.32910 10.83066 -7.50661  -0.14
C: 8.40666 10.61562 -6.48810  -0.50
C: 8.14403 9.30973 -6.10623  -0.08
N: 8.72983 8.23013 -6.66896  -0.45
C: 9.61961 8.47028 -7.65641  -0.14
C: 9.95047 9.73904 -8.10442  -0.43
H: 9.56174 11.84040 -7.83209  0.36
H: 7.90455 11.44488 -6.00285  0.34
H: 7.43434 9.09028 -5.31387  0.38
H: 10.07476 7.58605 -8.09375  0.36
H: 10.67425 9.87313 -8.90030  0.34
C: -0.99775 -8.25587 -0.96270  -0.43
C: -0.56523 -7.23168 -0.12695  -0.28
C: 0.69951 -7.33028 0.43059  -0.35
N: 1.53791 -8.36709 0.21272  -0.54
C: 1.08960 -9.34708 -0.60158  -0.27
C: -0.15627 -9.33611 -1.20787  -0.26
H: -1.98241 -8.21289 -1.41903  0.39
H: -1.19746 -6.37690 0.08492  0.53
H: 1.08381 -6.55494 1.08696  0.49
H: 1.78122 -10.17003 -0.75884  0.35
H: -0.46357 -10.14993 -1.85481  0.36


[2]
Here is a molecular structure, C21H35AgN2O5Si4Te from OMol25. Energies are from the ωB97M-V functional and the def2-TZVPD basis.

Results
ΔE to the lowest compared entry with this formula, charge and spin in eV: 0.5823
E in eV: -78372.5471
Kohn-Sham gap in eV: 6.044
LUMO energy in eV: 4.4
Total charge: -2

Each line ends with the Mulliken charge.
CARTESIAN COORDINATES (ANGSTROEM)
Ag: 0.12662 -1.30074 2.00945  0.58
O: 3.46950 3.58467 4.01382  -0.58
C: 2.86471 2.35731 3.85954  1.15
C: 3.42182 1.36789 3.06543  -0.56
C: 2.73450 0.17216 2.94171  -0.11
N: 1.57114 -0.04896 3.55972  0.37
C: 1.06463 0.89388 4.35831  0.09
C: 1.68830 2.12105 4.54188  -0.69
C: -0.23519 0.57401 5.10480  0.04
O: -0.21030 0.87606 6.32190  -0.79
O: -1.15296 0.07123 4.43072  -0.63
C: 3.32399 -0.94993 2.07537  0.20
O: 4.56577 -1.02810 2.09288  -0.79
O: 2.50671 -1.65185 1.42773  -0.57
H: 4.22841 3.60790 3.42218  0.28
H: 4.37360 1.48702 2.56160  0.36
H: 1.25901 2.85430 5.20877  0.51
C: 1.32051 -2.96722 5.80259  -0.09
C: 1.99548 -3.47373 4.69995  -0.68
C: 1.30094 -3.60308 3.51074  0.10
N: 0.00677 -3.27711 3.38162  -0.93
C: -0.63055 -2.81288 4.45732  0.23
C: -0.01434 -2.63734 5.68971  -0.51
H: 1.84648 -2.78928 6.73356  0.33
H: 3.05305 -3.69917 4.72820  0.36
H: 1.80976 -3.91277 2.60644  0.44
H: -1.65534 -2.50079 4.30885  0.41
H: -0.56190 -2.16581 6.49345  0.31
C: 0.41525 -1.10792 -4.44849  -1.01
Si: 0.54722 -0.96647 -2.57636  0.19
C: 2.22454 -0.24605 -2.18969  -0.93
C: 0.48268 -2.69097 -1.87247  -0.75
Si: -1.15240 0.36211 -1.74736  0.37
Te: -1.54159 0.41008 0.65211  -0.39
Si: -0.67782 2.54213 -2.39400  0.17
C: -0.14000 2.75977 -4.18726  -1.06
C: 0.68026 3.23199 -1.31710  -0.98
C: -2.21393 3.58189 -2.13885  -1.08
Si: -3.08256 -0.26365 -2.88948  0.23
C: -3.25186 -2.13228 -2.94511  -1.13
C: -4.58718 0.40811 -2.01147  -1.07
C: -3.17023 0.35379 -4.66525  -1.04
H: 1.28010 -1.67329 -4.81391  0.39
H: 0.40931 -0.13040 -4.93729  0.24
H: -0.49101 -1.63633 -4.75332  0.21
H: 3.00133 -0.93748 -2.53273  0.37
H: 2.35051 -0.08764 -1.11589  0.15
H: 2.36922 0.71475 -2.69196  0.26
H: 1.31371 -3.27836 -2.27746  0.34
H: -0.45720 -3.18911 -2.12349  0.27
H: 0.56720 -2.66883 -0.78327  0.03
H: 0.84137 2.31052 -4.36334  0.27
H: -0.06690 3.83136 -4.40471  0.38
H: -0.84162 2.31003 -4.89293  0.28
H: 1.63530 2.74171 -1.51793  0.25
H: 0.44315 3.06932 -0.26305  0.24
H: 0.79094 4.30719 -1.49710  0.33
H: -2.99272 3.32305 -2.86275  0.22
H: -1.97427 4.64481 -2.25140  0.38
H: -2.61636 3.41248 -1.13711  0.30
H: -3.12652 -2.56341 -1.94906  0.30
H: -2.50114 -2.58318 -3.59897  0.26
H: -4.24491 -2.40458 -3.31972  0.37
H: -4.55641 0.16343 -0.94808  0.30
H: -5.49588 -0.00904 -2.46056  0.32
H: -4.62435 1.49867 -2.08898  0.26
H: -2.34039 -0.00262 -5.27917  0.30
H: -3.16763 1.44601 -4.70491  0.24
H: -4.10832 -0.00035 -5.10839  0.37


[3]
Here is C5H8O3 in the gas phase at a distorted geometry from OMol25. Energies are from the ωB97M-V functional and the def2-TZVPD basis.

Results
ΔE to the lowest compared entry with this formula, charge and spin in eV: 6.2582
E in eV: -11451.2609
Kohn-Sham gap in eV: 10.083
LUMO energy in eV: -0.2
SMILES: C[C@H](O)/C=C/C(=O)O
Total charge: 0

Each line ends with the Mulliken charge.
CARTESIAN COORDINATES (ANGSTROEM)
C: 1.26918 1.92657 0.49523  -1.18
C: 0.14218 1.29645 -0.13329  0.30
O: -1.09530 1.99485 0.30452  -0.60
C: -0.09984 -0.15407 0.37385  -0.69
C: -0.23675 -1.26032 -0.57268  -0.41
C: -0.63464 -2.62328 0.04431  0.51
O: -0.56895 -2.97587 1.20998  -0.56
O: -0.83164 -3.54554 -0.88482  -0.46
H: 2.26872 1.26192 0.74598  0.31
H: 1.84040 2.79593 -0.28715  0.25
H: 0.97286 2.40960 1.63695  0.29
H: -0.16663 1.18802 -1.09918  0.45
H: -1.95552 1.62561 -0.26739  0.34
H: -0.11669 -0.33915 1.26709  0.71
H: -0.30029 -0.80400 -1.45049  0.37
H: -0.48710 -2.79671 -1.38291  0.39


[4]
Here is a molecular structure, C2H2AgFLiO2 at a distorted geometry from OMol25. Energies are from the ωB97M-V functional and the def2-TZVPD basis.

Results
ΔE to the lowest compared entry with this formula, charge and spin in eV: 2.0529
E in eV: -13114.5801
Kohn-Sham gap in eV: 5.579
LUMO energy in eV: -6.8
Total charge: +1

Each line ends with the Mulliken charge.
CARTESIAN COORDINATES (ANGSTROEM)
H: -1.77855 0.25802 -0.37832  0.14
O: -0.07195 1.00140 -1.51656  -0.91
C: -0.75037 0.08367 -0.94850  0.54
C: -0.22771 -0.38442 0.40818  -0.04
O: 0.82145 0.12717 0.84340  -0.58
Li: 1.49515 1.45982 -0.68591  0.89
Ag: 1.98135 -0.05857 3.12572  0.87
F: -0.86328 -1.15640 -1.68192  -0.28
H: -0.60609 -1.33068 0.83390  0.37


[5]
Here is a molecular structure, C4F18O12PPdS4 at a distorted geometry from OMol25. Energies are from the ωB97M-V functional and the def2-TZVPD basis.

Results
ΔE to the lowest compared entry with this formula, charge and spin in eV: 0.0000
E in eV: -133747.5630
Kohn-Sham gap (alpha / beta) in eV: 8.227 / 8.467
Spin multiplicity: 3
LUMO energy (alpha / beta) in eV: 6.7 / 6.7
Total charge: -3

Each line ends with the Löwdin spin population.
CARTESIAN COORDINATES (ANGSTROEM)
Pd: -0.34792 -0.66941 0.05255  1.63
C: 2.62946 0.53326 2.95095  0.00
F: 3.29982 0.11851 4.00995  0.00
F: 1.36896 0.75471 3.32130  0.00
F: 3.18980 1.62408 2.51376  0.00
S: 2.81063 -0.93016 1.61955  0.01
O: 2.62134 -2.21108 2.34286  0.00
O: 1.64539 -0.67119 0.69091  0.06
O: 4.08220 -0.77056 0.94601  0.01
C: -3.44857 2.44250 0.77521  0.00
F: -3.85084 3.70785 0.71350  0.00
F: -4.06724 1.77557 1.81913  0.00
F: -3.78363 1.74179 -0.34941  0.00
S: -1.54024 2.40351 1.07108  0.01
O: -0.99991 3.29733 0.04412  0.00
O: -1.44155 2.98309 2.38574  0.01
O: -1.20699 0.95324 1.02084  0.05
C: -0.52347 -1.71610 -4.22937  0.00
F: -0.65560 -2.84314 -4.91994  0.00
F: 0.75950 -1.36952 -4.22033  0.00
F: -1.18677 -0.67304 -4.80760  0.00
S: -1.12896 -2.14375 -2.39292  0.01
O: -1.98282 -3.33265 -2.40975  0.01
O: 0.05609 -2.20988 -1.50465  0.04
O: -1.82271 -0.92733 -1.83809  0.04
C: 2.61517 2.69437 -1.36582  0.00
F: 3.43850 3.20840 -2.25962  0.00
F: 3.33104 2.29263 -0.30173  0.00
F: 1.78212 3.70625 -1.08062  0.00
S: 1.54656 1.22866 -2.11469  0.01
O: 2.60944 0.25075 -2.32680  0.00
O: 0.56429 0.88329 -1.11527  0.06
O: 0.85982 1.83438 -3.24481  0.01
P: -1.63323 -2.57578 2.01983  0.00
F: -1.04293 -3.47991 3.26473  0.00
F: -0.97297 -1.19575 2.72754  0.00
F: -0.23695 -2.78624 1.27900  0.00
F: -2.07142 -1.65678 0.78837  0.04
F: -2.32863 -3.90694 1.23679  0.00
F: -2.93679 -2.36500 2.88770  0.00


- Which formula does entry 3 have?
  C5H8O3